P) ORCA calculation (ωB97M-V/def2-TZVPD) on a 2-piece molecular cluster, C10H16O overall.

Output
- frontier orbital gap (eV) = 9.41
- SMILES = CCc1ccc(O)cc1.CC

Each atom is followed by the atoms it is bonded to, with distances in Å.
Cartesian coordinates (Å):
1 C 0.4906 1.4349 3.4111  C2 1.522, H10 1.128, H11 1.098, H12 1.182
2 C -0.5477 0.5298 2.7644  C1 1.522, C3 1.525, H13 1.161, H14 1.062
3 C -0.3762 0.7266 1.2620  C2 1.525, C4 1.417, C9 1.338
4 C -1.2098 1.3968 0.3322  C3 1.417, C5 1.429, H15 1.040
5 C -0.8676 1.4055 -1.0552  C4 1.429, C6 1.399, H16 1.107
6 C 0.3131 0.8277 -1.5342  C5 1.399, O7 1.375, C8 1.393
7 O 0.5888 0.5719 -2.8573  C6 1.375, H17 0.995
8 C 1.2922 0.4571 -0.6157  C6 1.393, C9 1.427, H18 1.113
9 C 0.7897 0.3602 0.7167  C3 1.338, C8 1.427, H19 1.146
10 H -0.0337 2.4323 3.4688  C1 1.128
11 H 1.5059 1.4774 2.9955  C1 1.098
12 H 0.7940 1.0810 4.4975  C1 1.182
13 H -0.4585 -0.6137 2.9421  C2 1.161
14 H -1.5605 0.7051 3.0294  C2 1.062
15 H -2.0884 1.8595 0.6408  C4 1.040
16 H -1.7718 1.4441 -1.6927  C5 1.107
17 H 1.5536 0.6478 -3.0886  O7 0.995
18 H 2.2608 0.0192 -0.9468  C8 1.113
19 H 1.7126 0.2144 1.3800  C9 1.146
20 C -0.9668 -2.8217 -1.3006  C21 1.467, H22 1.103, H23 1.106, H24 1.046
21 C 0.3407 -3.4743 -1.1685  C20 1.467, H25 0.994, H26 1.061, H27 1.008
22 H -0.9976 -2.1898 -2.2044  C20 1.103
23 H -1.8024 -3.5428 -1.3773  C20 1.106
24 H -1.3039 -2.2332 -0.5039  C20 1.046
25 H 0.1583 -4.4508 -1.1438  C21 0.994
26 H 0.7473 -3.3674 -0.1947  C21 1.061
27 H 1.0249 -3.1141 -1.8160  C21 1.008

***

Q) ORCA calculation (ωB97M-V/def2-TZVPD) on one molecule with the formula C10H16O.

Output
- frontier orbital gap (eV) = 10.41
- SMILES = O[C@H]1[C@@H]2C[C@H]3C[C@@H](C2)C[C@@H]1C3

Each atom is followed by the atoms it is bonded to, with distances in Å.
Cartesian coordinates (Å):
1 O -2.8010 0.0755 -0.1893  C2 1.419, H12 0.950
2 C -1.5483 -0.5328 0.0854  O1 1.419, C3 1.605, C10 1.499, H13 1.182
3 C -0.7510 0.1465 1.3011  C2 1.605, C4 1.565, C8 1.588, H14 1.096
4 C 0.4553 -0.8060 1.5948  C3 1.565, C5 1.599, H15 1.098, H16 1.046
5 C 1.4079 -0.8167 0.3100  C4 1.599, C6 1.569, C11 1.595, H17 1.108
6 C 1.8239 0.6308 -0.1298  C5 1.569, C7 1.562, H18 1.080, H19 1.092
7 C 0.5455 1.4668 -0.4576  C6 1.562, C8 1.577, C9 1.518, H20 1.138
8 C -0.2863 1.6036 0.8746  C3 1.588, C7 1.577, H21 1.086, H22 1.069
9 C -0.2071 0.7719 -1.5782  C7 1.518, C10 1.581, H23 1.116, H24 1.124
10 C -0.6908 -0.6668 -1.1363  C2 1.499, C9 1.581, C11 1.603, H25 1.099
11 C 0.6217 -1.5474 -0.8694  C5 1.595, C10 1.603, H26 1.055, H27 1.183
12 H -3.3044 -0.2997 0.5240  O1 0.950
13 H -1.6643 -1.6448 0.4697  C2 1.182
14 H -1.5421 0.1639 2.0597  C3 1.096
15 H 0.0187 -1.7782 1.8606  C4 1.098
16 H 1.0050 -0.5538 2.4483  C4 1.046
17 H 2.2213 -1.5335 0.5400  C5 1.108
18 H 2.3994 1.1474 0.6237  C6 1.080
19 H 2.5284 0.5622 -0.9612  C6 1.092
20 H 0.9451 2.4311 -0.9101  C7 1.138
21 H 0.2569 2.0382 1.7088  C8 1.086
22 H -1.1572 2.2004 0.7094  C8 1.069
23 H 0.4728 0.7282 -2.4617  C9 1.116
24 H -1.0855 1.4052 -1.8799  C9 1.124
25 H -1.1955 -1.0516 -2.0330  C10 1.099
26 H 0.3030 -2.5216 -0.6217  C11 1.055
27 H 1.2282 -1.6187 -1.8820  C11 1.183

***

R) ORCA calculation (ωB97M-V/def2-TZVPD) on a 2-piece molecular cluster, C10H16O overall.

Output
- frontier orbital gap (eV) = 9.27
- SMILES = CCc1ccc(O)cc1.CC

Each atom is followed by the atoms it is bonded to, with distances in Å.
Cartesian coordinates (Å):
1 C 0.6477 -2.7351 -1.2497  C2 1.549, H10 1.083, H11 1.084, H12 1.080
2 C -0.3623 -1.6105 -0.9108  C1 1.549, C3 1.520, H13 1.085, H14 1.091
3 C 0.3364 -0.6301 0.0169  C2 1.520, C4 1.393, C9 1.388
4 C 0.4176 -0.8881 1.3830  C3 1.393, C5 1.381, H15 1.087
5 C 1.0199 0.0044 2.2480  C4 1.381, C6 1.389, H16 1.080
6 C 1.5879 1.1693 1.7487  C5 1.389, O7 1.379, C8 1.385
7 O 2.2569 2.0669 2.5547  C6 1.379, H17 0.973
8 C 1.4921 1.4769 0.4013  C6 1.385, C9 1.389, H18 1.083
9 C 0.8829 0.5594 -0.4458  C3 1.388, C8 1.389, H19 1.088
10 H 1.0427 -3.2552 -0.3860  C1 1.083
11 H 1.4484 -2.2857 -1.8255  C1 1.084
12 H 0.1457 -3.4302 -1.9062  C1 1.080
13 H -0.7003 -1.1556 -1.8359  C2 1.085
14 H -1.2194 -1.9743 -0.3430  C2 1.091
15 H 0.0183 -1.8418 1.7182  C4 1.087
16 H 1.1268 -0.2185 3.2997  C5 1.080
17 H 1.9845 1.9071 3.4747  O7 0.973
18 H 1.8411 2.4445 0.0620  C8 1.083
19 H 0.7882 0.8347 -1.4943  C9 1.088
20 C -3.3402 0.6860 -1.5100  C21 1.559, H22 1.089, H23 1.083, H24 1.083
21 C -3.6220 0.2913 -2.9920  C20 1.559, H25 1.088, H26 1.090, H27 1.072
22 H -3.0779 1.7403 -1.4325  C20 1.089
23 H -4.2481 0.5082 -0.9472  C20 1.083
24 H -2.5340 0.1003 -1.0861  C20 1.083
25 H -3.6498 1.1767 -3.6231  C21 1.088
26 H -2.7979 -0.3389 -3.3264  C21 1.090
27 H -4.5225 -0.2856 -3.0703  C21 1.072

***

S) ORCA calculation (ωB97M-V/def2-TZVPD) on a 2-piece molecular cluster, C10H16O overall.

Output
- frontier orbital gap (eV) = 8.97
- SMILES = Cc1ccc(O)cc1.CCC

Each atom is followed by the atoms it is bonded to, with distances in Å.
Cartesian coordinates (Å):
1 C -0.0165 3.3352 0.0562  C2 1.472, H9 1.175, H10 1.192, H11 1.046
2 C -0.3594 2.1571 -0.7566  C1 1.472, C3 1.391, C8 1.436
3 C -0.4684 2.3064 -2.1356  C2 1.391, C4 1.334, H12 1.088
4 C -1.0214 1.4778 -3.0222  C3 1.334, C5 1.494, H13 1.088
5 C -1.6608 0.2630 -2.4336  C4 1.494, O6 1.340, C7 1.390
6 O -2.2457 -0.5736 -3.3020  C5 1.340, H14 1.018
7 C -1.5071 -0.0648 -1.0918  C5 1.390, C8 1.449, H15 1.097
8 C -0.9118 0.9389 -0.2333  C2 1.436, C7 1.449, H16 1.017
9 H 0.5727 2.9797 1.0082  C1 1.175
10 H -0.8981 4.1108 0.2632  C1 1.192
11 H 0.8226 3.8591 -0.2833  C1 1.046
12 H -0.2349 3.2805 -2.5608  C3 1.088
13 H -1.0277 1.4568 -4.1095  C4 1.088
14 H -2.9919 -1.1577 -2.9294  O6 1.018
15 H -1.6608 -1.0045 -0.5473  C7 1.097
16 H -0.8962 0.6542 0.7434  C8 1.017
17 C 0.6506 -1.1272 2.5406  C18 1.620, H20 1.074, H21 1.071, H22 1.049
18 C 1.5130 -2.4988 2.5607  C17 1.620, C19 1.696, H23 0.970, H24 1.001
19 C 1.8521 -2.9775 0.9695  C18 1.696, H25 1.135, H26 1.038, H27 1.173
20 H 0.8281 -0.5520 3.4299  C17 1.074
21 H -0.3922 -1.2965 2.3643  C17 1.071
22 H 1.0905 -0.6578 1.7117  C17 1.049
23 H 2.3649 -2.2882 2.9743  C18 0.970
24 H 1.1753 -3.4065 2.8147  C18 1.001
25 H 0.9152 -2.5530 0.4891  C19 1.135
26 H 2.6045 -2.5152 0.4244  C19 1.038
27 H 1.9035 -4.1463 1.0551  C19 1.173

***

Which of them is the least stable? Correct choice: S).

***

P) ORCA calculation (ωB97M-V/def2-TZVPD) on a 2-piece molecular cluster, C10H16O overall.

Output
- frontier orbital gap (eV) = 9.24
- SMILES = Cc1ccc(O)cc1.CCC

Each atom is followed by the atoms it is bonded to, with distances in Å.
Cartesian coordinates (Å):
1 C 0.0454 2.4725 -0.0112  C2 1.511, H9 1.057, H10 1.088, H11 1.126
2 C 0.7182 1.2154 0.4876  C1 1.511, C3 1.383, C8 1.413
3 C 0.1490 0.3291 1.3833  C2 1.383, C4 1.442, H12 1.067
4 C 0.8591 -0.8793 1.7225  C3 1.442, C5 1.351, H13 1.060
5 C 2.0693 -1.1023 1.1653  C4 1.351, O6 1.357, C7 1.405
6 O 2.6648 -2.3178 1.2630  C5 1.357, H14 0.990
7 C 2.7387 -0.1697 0.3558  C5 1.405, C8 1.346, H15 1.101
8 C 2.0026 0.8969 -0.0075  C2 1.413, C7 1.346, H16 1.115
9 H -0.7045 2.5925 -0.7468  C1 1.057
10 H 0.7609 3.2703 -0.1981  C1 1.088
11 H -0.3953 2.8988 0.9329  C1 1.126
12 H -0.7148 0.6635 1.9140  C3 1.067
13 H 0.4673 -1.6250 2.3664  C4 1.060
14 H 2.1613 -3.0355 1.7239  O6 0.990
15 H 3.7693 -0.4614 0.1010  C7 1.101
16 H 2.3133 1.6524 -0.7666  C8 1.115
17 C -2.3088 0.6347 -1.0829  C18 1.530, H20 1.116, H21 1.061, H22 1.076
18 C -2.0784 -0.8363 -0.7323  C17 1.530, C19 1.524, H23 1.140, H24 1.064
19 C -0.9092 -1.5771 -1.3696  C18 1.524, H25 1.097, H26 1.066, H27 1.084
20 H -2.3176 1.3430 -0.2202  C17 1.116
21 H -3.1489 0.7849 -1.7133  C17 1.061
22 H -1.3748 1.0166 -1.4572  C17 1.076
23 H -1.8923 -0.8840 0.3916  C18 1.140
24 H -2.9642 -1.4181 -0.8244  C18 1.064
25 H -1.0028 -1.6788 -2.4582  C19 1.097
26 H 0.0700 -1.1879 -1.2092  C19 1.066
27 H -0.9775 -2.5972 -1.0096  C19 1.084

***

Q) ORCA calculation (ωB97M-V/def2-TZVPD) on a 2-piece molecular cluster, C10H16O overall.

Output
- frontier orbital gap (eV) = 8.94
- SMILES = CCc1ccc(O)cc1.CC

Each atom is followed by the atoms it is bonded to, with distances in Å.
Cartesian coordinates (Å):
1 C -0.1924 -2.4855 1.1972  C2 1.530, H10 1.159, H11 1.081, H12 1.067
2 C 0.0910 -1.4957 0.0656  C1 1.530, C3 1.562, H13 1.123, H14 1.123
3 C 0.7821 -0.1997 0.5965  C2 1.562, C4 1.368, C9 1.399
4 C 0.1998 0.7251 1.4193  C3 1.368, C5 1.335, H15 1.106
5 C 0.9671 1.6512 1.9995  C4 1.335, C6 1.416, H16 1.238
6 C 2.2659 1.9845 1.5446  C5 1.416, O7 1.294, C8 1.431
7 O 3.0899 2.8728 1.9992  C6 1.294, H17 0.958
8 C 2.7832 1.0173 0.6251  C6 1.431, C9 1.361, H18 1.082
9 C 2.0676 -0.0041 0.0795  C3 1.399, C8 1.361, H19 1.112
10 H -0.4264 -1.7044 2.0214  C1 1.159
11 H 0.7352 -2.9575 1.4894  C1 1.081
12 H -0.9901 -3.1938 1.2296  C1 1.067
13 H 0.7995 -1.9471 -0.6796  C2 1.123
14 H -0.7853 -1.3332 -0.6179  C2 1.123
15 H -0.7990 0.6606 1.8900  C4 1.106
16 H 0.5632 2.2329 3.0153  C5 1.238
17 H 2.6601 3.4531 2.6294  O7 0.958
18 H 3.8183 1.1987 0.3682  C8 1.082
19 H 2.6522 -0.4835 -0.7357  C9 1.112
20 C -1.8421 -0.1939 -2.5996  C21 1.488, H22 1.216, H23 1.101, H24 1.109
21 C -3.2474 0.2423 -2.3795  C20 1.488, H25 1.237, H26 1.138, H27 1.038
22 H -1.8027 -0.9808 -3.5263  C20 1.216
23 H -1.0657 0.5863 -2.6149  C20 1.101
24 H -1.5954 -0.9589 -1.8354  C20 1.109
25 H -3.5652 0.9078 -3.3728  C21 1.237
26 H -3.2508 0.9578 -1.4947  C21 1.138
27 H -3.9128 -0.5523 -2.3134  C21 1.038

***

R) ORCA calculation (ωB97M-V/def2-TZVPD) on a 2-piece molecular cluster, C10H16O overall.

Output
- frontier orbital gap (eV) = 9.08
- SMILES = Cc1ccc(O)cc1.CCC

Each atom is followed by the atoms it is bonded to, with distances in Å.
Cartesian coordinates (Å):
1 C -1.0131 -2.9543 -0.8553  C2 1.471, H9 1.130, H10 1.114, H11 1.100
2 C -0.0988 -1.8965 -0.3996  C1 1.471, C3 1.416, C8 1.378
3 C 0.2099 -1.8581 0.9822  C2 1.416, C4 1.366, H12 1.090
4 C 1.2082 -1.0739 1.4861  C3 1.366, C5 1.426, H13 1.102
5 C 1.8322 -0.1567 0.5898  C4 1.426, O6 1.354, C7 1.383
6 O 2.6706 0.8251 0.9982  C5 1.354, H14 0.981
7 C 1.5472 -0.1467 -0.7631  C5 1.383, C8 1.410, H15 1.036
8 C 0.6844 -1.1490 -1.2528  C2 1.378, C7 1.410, H16 1.126
9 H -0.8135 -3.9891 -0.4480  C1 1.130
10 H -1.0263 -3.1051 -1.9586  C1 1.114
11 H -2.0667 -2.9249 -0.5406  C1 1.100
12 H -0.4675 -2.4675 1.5805  C3 1.090
13 H 1.3437 -1.0115 2.5774  C4 1.102
14 H 2.6640 1.0028 1.9633  O6 0.981
15 H 2.0840 0.5180 -1.3487  C7 1.036
16 H 0.2850 -1.1364 -2.3060  C8 1.126
17 C -1.1860 2.6010 0.8430  C18 1.499, H20 1.125, H21 1.091, H22 1.088
18 C -1.6266 2.7082 -0.5854  C17 1.499, C19 1.576, H23 1.066, H24 1.124
19 C -2.8782 1.8422 -0.9949  C18 1.576, H25 1.150, H26 1.084, H27 1.118
20 H -0.0746 2.4964 0.9795  C17 1.125
21 H -1.5609 1.8120 1.4968  C17 1.091
22 H -1.6202 3.3784 1.4674  C17 1.088
23 H -1.8749 3.7267 -0.7797  C18 1.066
24 H -0.7608 2.3118 -1.1817  C18 1.124
25 H -2.6488 0.7163 -1.0406  C19 1.150
26 H -3.8078 1.9369 -0.4447  C19 1.084
27 H -3.1326 2.2005 -2.0232  C19 1.118

***

Which of them is the least stable? Correct choice: Q).